(1)
ORCA calculation (ωB97M-V with the def2-TZVPD basis set) on a cluster of 2 separate species, C11H14N2 in total at a distorted geometry.

```
27
Properties=species:S:1:pos:R:3:forces:R:3:nbo_charge:R:1
C 2.4544 -1.4977 -1.5492 0.279 1.279 1.033 -0.634
C 1.1411 2.0030 -1.8095 0.120 1.315 1.887 -0.182
C 1.8020 0.8972 -1.2867 -2.122 0.680 -2.496 -0.209
C -0.0087 1.9618 -2.6283 1.896 0.189 0.196 -0.259
C 1.4975 -0.3508 -1.9481 2.641 -0.082 3.129 -0.006
C -0.3643 0.7790 -3.1380 0.627 -4.198 0.162 -0.177
C 0.5012 -0.4444 -2.8270 -3.129 4.153 -1.078 -0.237
H 1.2960 3.0580 -1.4407 0.429 -1.396 -0.002 0.198
H 2.4158 1.0028 -0.4230 0.721 -0.207 0.172 0.223
H -0.3685 2.9426 -2.8114 -1.147 0.349 -0.468 0.214
H -1.2943 0.5092 -3.6635 0.585 0.686 -0.029 0.208
H 1.9969 -2.4526 -1.6949 0.085 -0.719 -0.450 0.214
H 2.8587 -1.4786 -0.4726 -1.078 0.336 -1.340 0.215
H 0.1418 -1.2731 -3.3495 0.081 -1.663 -0.407 0.208
H 3.3580 -1.2963 -2.1289 -0.030 -0.727 -0.276 0.222
C -0.2604 -2.2537 1.8114 4.488 -0.174 -1.617 -0.649
C -1.9482 -0.9960 3.0623 1.432 2.347 -1.211 -0.148
C -0.7882 -1.0134 2.2624 -2.597 3.012 2.057 0.105
C -1.3999 1.0297 2.4038 1.357 0.762 -0.492 0.187
N -2.2883 0.3969 3.1840 -0.836 -1.340 -0.365 -0.541
N -0.3985 0.3218 1.9227 -1.817 -2.373 0.376 -0.457
H -2.5634 -1.7764 3.4442 -0.179 -0.253 0.285 0.214
H -3.1826 0.8255 3.5089 1.367 -0.848 -0.457 0.424
H 0.5351 -2.1894 0.9851 -1.786 0.230 0.426 0.230
H -1.0381 -2.9025 1.6256 -1.436 -1.622 -0.897 0.222
H -1.4986 2.0281 2.0395 -0.233 0.762 0.589 0.193
H 0.3914 -2.7165 2.5147 0.280 -0.497 1.271 0.222
```
Forces are in eV/Å.

Computed properties:
SMILES string: Cc1c[nH]cn1.Cc1ccccc1
Total charge: 0
DFT total energy: -536.99104 Ha
Energy relative to the best compared isomer or geometry (same formula, charge and spin): 2.150 eV
HOMO energy: -8.36 eV

***

(2)
ORCA calculation (ωB97M-V with the def2-TZVPD basis set) on a structure of composition C17H33BrN4O2SiTc.

```
59
Properties=species:S:1:pos:R:3:forces:R:3:lowdin_spin:R:1
Tc -0.2969 -0.3479 0.4424 -0.223 -0.220 0.674 0.980
N 0.7463 -1.7245 -0.9772 0.093 0.085 -0.166 -0.001
C 1.1948 -2.9177 -0.2121 -0.027 0.008 0.127 0.001
C 1.5452 -2.5111 1.2161 0.043 -0.013 -0.098 0.007
N 0.3987 -1.7926 1.8466 -0.102 0.081 -0.036 0.009
C 0.7994 -0.9887 3.0377 0.000 0.027 0.052 0.003
C -0.2662 0.0683 3.3007 0.023 -0.063 0.083 -0.008
N -0.6410 0.6461 2.0014 0.321 0.131 -0.561 -0.082
C -0.6872 -2.7698 2.1873 -0.041 -0.076 -0.010 0.004
C -2.0687 -2.3114 1.7565 -0.024 -0.038 0.074 0.002
N -2.0025 -1.8583 0.3437 0.124 0.167 -0.214 0.002
H 1.5662 -1.2314 -1.3204 0.074 0.018 -0.055 0.000
H 0.2417 -2.0151 -1.8104 -0.025 0.001 -0.028 0.001
H 0.3865 -3.6495 -0.2256 0.021 -0.020 0.018 0.000
H 2.0529 -3.3941 -0.6894 -0.003 0.021 0.068 0.000
H 1.8237 -3.3854 1.8099 -0.002 0.001 0.001 0.001
H 2.3911 -1.8263 1.2080 0.029 0.008 -0.004 0.000
H 0.9718 -1.6324 3.9036 -0.016 0.017 -0.007 0.001
H 1.7298 -0.4852 2.7825 0.022 -0.001 0.004 0.000
H -1.1492 -0.3510 3.7949 0.034 0.005 -0.003 -0.004
H 0.1261 0.8412 3.9630 0.018 -0.049 0.004 -0.001
H -2.6231 1.0907 0.9472 0.019 -0.038 -0.011 0.001
H -0.8140 1.6490 2.0627 -0.099 -0.028 0.084 -0.001
H -0.4630 -3.7089 1.6836 0.009 -0.021 0.022 0.000
H -0.6688 -2.9796 3.2576 -0.020 0.022 0.002 0.000
H -2.7773 -3.1319 1.8847 0.014 0.025 -0.010 0.000
H -2.4240 -1.4729 2.3537 0.005 -0.016 0.003 0.000
H -1.8534 -2.6535 -0.2727 0.005 -0.017 0.002 0.000
H -2.8989 -1.4647 0.0624 0.026 0.007 0.001 0.002
Br -5.1445 3.8669 -5.7841 0.029 -0.025 0.047 0.000
C -4.3284 3.0956 -4.2866 0.019 -0.016 0.021 0.001
C -3.0678 2.5131 -4.4174 -0.048 0.027 -0.016 0.000
C -2.4689 1.9447 -3.3153 -0.016 -0.011 0.070 0.001
C -3.1249 1.9553 -2.0779 -0.002 0.003 -0.001 0.000
C -4.3880 2.5463 -1.9579 0.019 -0.009 0.002 0.001
C -4.9889 3.1143 -3.0604 -0.006 0.020 -0.073 0.000
C -2.4817 1.3615 -0.9243 -0.104 0.168 0.066 0.003
O -3.1796 1.3845 0.2076 -0.012 -0.007 -0.089 0.002
O -1.3494 0.8456 -0.9611 -0.103 -0.086 -0.018 0.029
H -2.5723 2.5139 -5.3771 0.009 0.000 -0.012 0.000
H -1.4896 1.4955 -3.4020 0.017 -0.008 -0.002 0.000
H -4.8937 2.5640 -1.0035 -0.013 0.005 0.012 0.000
H -5.9627 3.5746 -2.9800 -0.012 0.005 0.003 0.000
C 3.9254 0.5509 1.7541 -0.067 0.041 -0.129 0.002
Si 3.2528 0.7305 0.0068 0.116 0.001 0.012 0.012
C 3.9108 -0.6738 -1.0708 -0.067 0.128 0.061 0.002
C 3.8443 2.3593 -0.6932 -0.100 -0.109 0.046 0.000
C 1.3410 0.8574 -0.0943 0.123 0.011 0.046 0.013
H 4.9831 0.8217 1.7172 0.032 0.006 -0.007 0.000
H 3.8893 -0.4494 2.1861 -0.037 -0.065 -0.016 0.000
H 3.4574 1.2479 2.4523 -0.038 0.024 0.005 0.000
H 4.9857 -0.5241 -1.1909 0.035 0.022 0.022 0.000
H 3.5013 -0.6621 -2.0849 -0.021 0.014 -0.029 0.000
H 3.7999 -1.6764 -0.6562 -0.043 -0.066 0.036 0.000
H 4.9336 2.3786 -0.7462 0.041 -0.030 0.009 0.000
H 3.5344 3.1967 -0.0663 -0.018 0.018 0.026 0.000
H 3.4632 2.5393 -1.6990 -0.019 -0.016 -0.033 0.000
H 1.1529 1.0028 -1.1661 -0.019 -0.058 -0.089 0.011
H 1.1252 1.8336 0.3531 0.002 -0.009 0.017 0.003
```
Forces are in eV/Å.

Computed properties:
Total charge: +2
Spin multiplicity: 2
DFT total energy: -3980.90671 Ha
Energy relative to the best compared isomer or geometry (same formula, charge and spin): 0.673 eV
<S²>: 0.771
HOMO energy (spin up / spin down): -13.95 / -13.94 eV

***

(3)
ORCA calculation (ωB97M-V with the def2-TZVPD basis set) on an isolated molecule of C4H9NO at a distorted geometry.

```
15
Properties=species:S:1:pos:R:3:forces:R:3:nbo_charge:R:1
C -2.6634 -0.1527 -0.1089 -0.103 -0.199 0.028 -0.621
C -1.2183 -0.5139 0.0516 -0.129 -0.356 -0.458 -0.077
O -0.6344 0.6525 0.6061 0.928 0.562 0.252 -0.503
C 0.7025 0.7190 0.4756 0.026 -0.268 -0.283 0.405
N 1.3480 -0.1967 -0.1050 -0.313 0.376 0.302 -0.509
C 2.7627 0.0093 -0.2648 0.019 -0.233 -0.225 -0.424
H -3.0151 0.1952 0.8618 -0.371 -0.008 -0.127 0.212
H -2.7459 0.6531 -0.8441 -0.140 -0.106 0.145 0.211
H -3.2320 -1.0189 -0.4481 -0.143 0.098 0.064 0.211
H -1.0289 -1.3512 0.7294 -0.151 -0.006 -0.031 0.180
H -0.7523 -0.7713 -0.9091 -0.044 0.178 0.281 0.199
H 1.1329 1.6454 0.9031 -0.306 -0.370 -0.218 0.148
H 3.0546 -0.3668 -1.2555 0.081 0.176 0.325 0.201
H 3.2844 -0.5731 0.4967 0.233 0.099 -0.103 0.198
H 3.0053 1.0701 -0.1887 0.413 0.056 0.048 0.169
```
Forces are in eV/Å.

Computed properties:
SMILES string: CCO/C=N/C
Total charge: 0
DFT total energy: -287.77697 Ha
Energy relative to the best compared isomer or geometry (same formula, charge and spin): 1.510 eV
HOMO energy: -9.64 eV

***

(4)
ORCA calculation (ωB97M-V with the def2-TZVPD basis set) on a structure of composition H6KO3.

```
10
Properties=species:S:1:pos:R:3:forces:R:3:nbo_charge:R:1
K 0.6988 0.6648 0.6564 0.029 -0.322 -0.292 0.988
O -1.3176 0.6702 2.3568 0.366 0.048 -0.293 -0.984
H -0.7867 0.5677 3.1466 -0.014 -0.016 0.487 0.482
H -2.2056 0.4438 2.6335 -0.352 -0.038 -0.010 0.506
O 0.7546 1.0787 -2.1232 -0.011 -0.184 0.662 -0.968
H 1.5129 1.5027 -2.5249 0.289 0.082 -0.292 0.492
H 0.0673 1.7446 -2.1458 -0.318 0.235 -0.328 0.481
O 0.4861 -2.0515 -0.3214 0.065 0.512 0.347 -0.974
H -0.3525 -2.2422 -0.7417 -0.294 -0.150 -0.106 0.488
H 1.1426 -2.3787 -0.9363 0.241 -0.168 -0.176 0.490
```
Forces are in eV/Å.

Computed properties:
Total charge: +1
DFT total energy: -829.08670 Ha
Energy relative to the best compared isomer or geometry (same formula, charge and spin): 0.203 eV
HOMO energy: -15.68 eV